(1)
Density functional theory data (wB97M-V/def2-TZVPD) for a structure of composition C36H44F3LuN8O6PTe in a non-equilibrium geometry.

```
100
Properties=species:S:1:pos:R:3:mulliken_spin:R:1
Lu 0.48 0.58 -0.01 -0.001
C -7.99 -2.14 -0.86 0.000
O -6.71 -2.62 -1.21 0.000
C -5.97 -3.22 -0.24 0.000
C -6.30 -3.23 1.11 0.000
C -5.48 -3.88 2.02 0.000
C -4.29 -4.48 1.61 0.000
C -3.98 -4.47 0.24 0.000
C -4.81 -3.85 -0.67 0.000
N -3.53 -5.23 2.54 0.000
N -2.29 -5.17 2.60 0.000
C -1.57 -4.20 1.85 -0.003
C -0.63 -4.57 0.93 -0.001
C -0.05 -3.64 0.06 0.007
C -0.33 -2.28 0.16 0.019
O 0.08 -1.38 -0.70 -0.003
C -1.09 -1.87 1.30 -0.027
N -1.11 -0.54 1.58 0.001
C -1.84 -0.11 2.58 0.000
C -2.59 -0.96 3.40 0.001
C -2.56 -2.31 3.17 -0.002
C -1.78 -2.81 2.10 -0.006
H -8.45 -1.82 -1.79 0.000
H -7.93 -1.29 -0.18 0.000
H -8.61 -2.92 -0.41 0.000
H -7.21 -2.76 1.46 0.000
H -5.74 -3.89 3.07 0.000
H -3.10 -4.99 -0.11 0.000
H -4.57 -3.85 -1.72 0.000
H -0.41 -5.62 0.80 0.001
H 0.59 -3.97 -0.74 0.004
H -1.82 0.96 2.76 0.000
H -3.17 -0.55 4.21 0.000
H -3.09 -3.00 3.81 0.000
O 0.54 0.99 -2.19 -0.002
N 0.71 0.87 -3.45 0.000
C 0.21 -0.19 -4.11 0.000
C 0.28 -0.25 -5.48 0.000
C 0.87 0.78 -6.20 0.000
C 1.41 1.85 -5.49 0.000
C 1.35 1.86 -4.12 0.000
H -0.23 -0.95 -3.49 0.000
H -0.14 -1.10 -5.99 0.000
H 0.90 0.76 -7.28 0.000
H 1.89 2.68 -6.00 0.000
H 1.74 2.65 -3.50 0.000
C -4.14 4.55 1.36 0.000
C -2.64 4.77 1.36 0.000
O -1.94 3.54 1.59 0.000
P -0.94 2.84 0.55 0.002
O 0.09 2.13 1.39 0.007
Te -0.17 4.09 -1.26 0.000
O -1.83 1.55 -0.01 0.001
C -2.91 1.74 -0.94 0.000
C -2.59 1.15 -2.30 0.000
H -4.64 5.49 1.11 0.000
H -4.48 4.22 2.34 0.000
H -4.42 3.80 0.62 0.000
H -2.36 5.45 2.17 0.000
H -2.31 5.21 0.41 0.000
H -3.14 2.80 -1.02 0.000
H -3.78 1.22 -0.51 0.000
H -1.88 1.78 -2.83 0.000
H -3.50 1.08 -2.90 0.000
H -2.17 0.16 -2.16 0.000
C 2.89 3.46 1.37 0.001
N 4.05 2.77 0.84 0.005
C 5.25 2.86 1.65 0.003
C 3.93 1.90 -0.20 -0.013
N 2.78 1.44 -0.57 -0.006
N 5.12 1.56 -0.82 -0.001
C 6.04 2.61 -1.24 0.001
C 5.24 0.34 -1.58 -0.003
H 3.22 4.43 1.75 0.000
H 2.42 2.90 2.19 -0.001
H 2.16 3.60 0.59 0.002
H 5.00 2.64 2.69 0.001
H 5.68 3.86 1.60 0.000
H 5.99 2.13 1.32 -0.002
H 2.88 0.93 -1.45 0.005
H 5.74 3.57 -0.83 0.000
H 6.02 2.69 -2.33 0.000
H 7.06 2.38 -0.93 0.000
H 4.57 -0.41 -1.18 0.011
H 6.26 -0.02 -1.49 0.002
H 5.03 0.50 -2.65 -0.001
F 7.07 -0.86 1.56 0.019
C 6.20 -1.74 2.17 0.002
F 6.56 -2.97 1.73 0.004
F 6.52 -1.69 3.49 0.005
C 4.78 -1.42 1.91 0.358
C 4.08 -0.47 2.70 0.015
C 2.80 -0.14 2.36 0.122
N 2.15 -0.63 1.25 0.257
C 2.84 -1.56 0.52 0.162
C 4.11 -1.97 0.79 -0.009
H 4.55 -0.03 3.57 0.007
H 2.22 0.55 2.97 0.021
H 2.31 -1.95 -0.35 0.030
H 4.59 -2.72 0.17 0.005
```

Computed properties:
spin multiplicity = 2
⟨S²⟩ = 0.762
energy relative to the best compared isomer or geometry (same formula, charge and spin) = 0.0 kcal/mol
orbital gap (spin up / spin down) = 3.6 / 6.6 eV
E_LUMO (spin up / spin down) = -0.60 / -0.60 eV

***

(2)
Density functional theory data (wB97M-V/def2-TZVPD) for a cluster of 8 separate species, C36H44F4O4 in total in a non-equilibrium geometry.

```
88
Properties=species:S:1:pos:R:3:mulliken_charge:R:1
C 31.87 14.60 4.23 -1.129
C 30.37 14.41 4.10 0.758
O 29.65 15.34 3.81 -0.572
C 29.86 13.01 4.27 -0.522
H 32.26 15.38 3.59 0.322
H 32.37 13.64 4.17 0.263
H 32.11 14.92 5.25 0.338
H 30.35 12.52 5.11 0.382
H 30.07 12.59 3.29 -0.082
H 28.79 12.98 4.47 0.233
C 21.64 9.13 1.19 -0.652
C 20.40 8.57 0.57 0.503
O 19.83 9.19 -0.30 -0.570
C 19.83 7.28 1.06 -1.073
H 22.14 9.78 0.47 0.373
H 22.28 8.27 1.42 0.377
H 21.62 9.75 2.09 0.048
H 20.58 6.64 1.53 0.335
H 19.48 6.77 0.16 0.346
H 18.98 7.44 1.72 0.261
C 20.88 12.72 3.59 -1.051
C 21.50 13.09 2.29 0.913
O 22.70 12.99 2.14 -0.523
C 20.72 13.86 1.27 -1.126
H 20.20 13.50 3.92 0.459
H 21.57 12.64 4.42 0.154
H 20.23 11.85 3.52 0.256
H 20.51 13.31 0.35 0.273
H 21.28 14.76 1.03 0.314
H 19.76 14.19 1.68 0.341
C 28.45 5.63 -2.64 -0.918
C 28.87 5.73 -1.18 0.664
O 28.70 6.74 -0.55 -0.516
C 29.35 4.43 -0.51 -1.060
H 27.54 6.22 -2.78 0.285
H 28.23 4.61 -2.94 0.363
H 29.25 6.12 -3.21 0.231
H 28.87 4.37 0.47 0.312
H 30.42 4.42 -0.32 0.280
H 28.93 3.60 -1.07 0.348
F 21.77 9.97 4.41 -0.278
C 22.82 9.29 4.94 0.647
C 23.85 10.01 5.55 -0.668
C 24.93 9.27 6.01 -0.245
C 24.98 7.89 5.86 -0.677
C 23.96 7.23 5.19 -0.306
C 22.84 7.93 4.75 -0.463
H 23.61 11.06 5.68 0.385
H 25.79 9.79 6.42 0.379
H 25.80 7.28 6.23 0.388
H 24.05 6.17 4.97 0.392
H 22.03 7.43 4.25 0.450
F 26.36 12.91 -2.82 -0.303
C 27.43 12.15 -3.13 0.272
C 27.61 11.84 -4.46 -0.483
C 28.69 11.05 -4.82 -0.334
C 29.50 10.52 -3.84 -0.807
C 29.33 10.87 -2.50 -0.101
C 28.26 11.68 -2.13 -0.325
H 26.96 12.29 -5.20 0.415
H 28.79 10.73 -5.85 0.362
H 30.21 9.74 -4.10 0.364
H 30.03 10.52 -1.75 0.455
H 28.04 11.89 -1.09 0.483
F 31.29 10.56 2.71 -0.332
C 31.96 11.07 1.65 0.656
C 31.30 11.85 0.72 -0.220
C 32.01 12.30 -0.37 -0.582
C 33.35 11.97 -0.54 -0.580
C 34.00 11.22 0.43 -0.392
C 33.30 10.75 1.55 -0.608
H 30.28 12.17 0.87 0.466
H 31.50 12.88 -1.13 0.459
H 33.85 12.41 -1.39 0.391
H 35.07 11.10 0.36 0.370
H 33.75 10.10 2.29 0.444
F 25.75 8.76 -0.38 -0.330
C 26.19 9.54 0.63 0.035
C 25.24 9.96 1.55 -0.067
C 25.60 10.87 2.52 -0.284
C 26.91 11.26 2.70 -1.002
C 27.89 10.71 1.88 0.070
C 27.52 9.82 0.87 -0.723
H 24.19 9.81 1.33 0.165
H 24.79 11.22 3.14 0.569
H 27.14 12.02 3.42 0.304
H 28.93 10.82 2.15 0.598
H 28.35 9.34 0.35 0.651
```

Computed properties:
energy relative to the best compared isomer or geometry (same formula, charge and spin) = 32.2 kcal/mol
structure (SMILES) = Fc1ccccc1.Fc1ccccc1.Fc1ccccc1.Fc1ccccc1.CC(C)=O.CC(C)=O.CC(C)=O.CC(C)=O
orbital gap = 9.5 eV
E_LUMO = 0.66 eV

***

(3)
Density functional theory data (wB97M-V/def2-TZVPD) for a cluster of 4 separate species, C36H44FIN5O9P2 in total in a non-equilibrium geometry.

```
98
Properties=species:S:1:pos:R:3:mulliken_charge:R:1
C 3.86 -0.98 -1.06 -0.873
C 2.84 -1.63 -2.11 -0.406
P 1.67 -0.47 -3.00 0.151
C 2.48 0.69 -4.23 -0.608
C 3.59 1.72 -3.68 -0.277
C 0.35 0.29 -1.91 -0.230
C 0.56 1.49 -0.93 0.617
C 1.96 2.21 -0.75 -0.966
C -0.64 2.08 -0.08 0.981
C -0.38 3.33 0.91 0.103
O 0.32 3.20 1.94 -0.512
O -0.97 4.59 0.65 -0.397
C -0.62 5.04 -0.69 0.759
C -1.92 5.07 -1.66 -0.013
O -2.94 4.38 -1.49 -0.442
I -1.84 6.41 -3.39 0.048
C -2.02 1.41 -0.25 0.035
C -3.24 2.01 0.60 -1.535
N -3.45 1.30 1.92 -0.545
C -2.14 0.19 -1.23 0.493
C -3.61 -0.48 -1.30 -0.540
C -3.81 -1.69 -0.25 0.145
F -4.83 -1.43 0.73 -0.339
N -1.01 -0.30 -2.01 0.490
P -1.24 -1.67 -3.12 0.298
C -1.69 -3.27 -2.23 -0.724
C -2.41 -1.27 -4.55 -1.075
H 3.33 -0.38 -0.22 0.135
H 4.36 -1.87 -0.50 0.388
H 4.73 -0.40 -1.53 0.262
H 2.19 -2.38 -1.50 0.200
H 3.36 -2.29 -2.90 0.424
H 3.01 0.04 -5.03 0.392
H 1.66 1.29 -4.77 0.363
H 4.28 2.09 -4.53 0.375
H 3.04 2.67 -3.33 -0.017
H 4.21 1.35 -2.81 0.010
H 2.87 1.57 -0.99 0.115
H 1.92 3.16 -1.39 -0.212
H 2.11 2.59 0.33 0.356
H 0.25 4.44 -1.13 -0.403
H -0.29 6.14 -0.60 0.363
H -4.23 2.05 0.01 0.452
H -3.02 3.11 0.88 0.374
H -3.44 0.29 1.74 0.226
H -2.63 1.58 2.50 0.328
H -4.44 0.29 -1.05 0.361
H -3.87 -0.89 -2.33 0.279
H -4.18 -2.61 -0.85 0.173
H -2.80 -2.00 0.18 -0.129
H -1.29 -3.20 -1.16 0.030
H -1.07 -4.11 -2.75 0.417
H -2.78 -3.59 -2.31 0.245
H -3.37 -1.89 -4.38 0.351
H -2.02 -1.61 -5.58 0.334
H -2.78 -0.17 -4.57 0.308
C -0.55 -1.19 5.95 -0.406
C -1.49 -2.19 5.69 -0.714
C -1.56 -2.77 4.43 -0.488
C -0.68 -2.34 3.43 -0.038
C 0.26 -1.34 3.68 -0.300
C 0.31 -0.76 4.94 -0.634
N -0.73 -2.97 2.11 1.062
O -1.57 -3.83 1.92 -0.595
O 0.08 -2.59 1.27 -0.577
H -0.50 -0.74 6.93 0.402
H -2.16 -2.52 6.47 0.433
H -2.29 -3.54 4.24 0.842
H 0.94 -1.00 2.91 0.558
H 1.04 0.02 5.15 0.426
C -1.21 -9.95 3.30 -0.382
C -0.20 -9.29 4.00 -0.523
C -0.39 -7.98 4.43 -0.268
C -1.60 -7.35 4.15 0.143
C -2.61 -8.00 3.45 -0.287
C -2.41 -9.31 3.02 -0.506
N -1.82 -5.98 4.62 1.108
O -0.91 -5.43 5.22 -0.587
O -2.91 -5.46 4.39 -0.636
H -1.05 -10.98 2.98 0.377
H 0.73 -9.80 4.21 0.372
H 0.40 -7.48 4.97 0.431
H -3.56 -7.51 3.23 0.424
H -3.19 -9.83 2.48 0.374
C 3.36 9.20 -1.40 -0.457
C 2.53 8.13 -1.06 -0.513
C 2.76 6.87 -1.60 0.379
C 3.83 6.68 -2.47 -0.077
C 4.67 7.75 -2.82 -0.407
C 4.43 9.01 -2.28 -0.516
N 4.09 5.35 -3.02 0.842
O 3.33 4.44 -2.71 -0.618
O 5.06 5.22 -3.75 -0.593
H 3.19 10.18 -0.97 0.387
H 1.70 8.29 -0.38 0.397
H 2.11 6.05 -1.33 0.183
H 5.50 7.61 -3.50 0.459
H 5.07 9.84 -2.54 0.387
```

Computed properties:
total charge = +1
energy relative to the best compared isomer or geometry (same formula, charge and spin) = 104.1 kcal/mol
orbital gap = 5.0 eV
E_LUMO = -4.28 eV